No. 1
{"formula": "C22H38Br14N2", "method": "wB97M-V/def2-TZVPD", "largest_force_ha_per_bohr": 0.0713, "charge": 0, "lumo_ev": 0.1, "total_energy_ev": -1007004.0860, "orbital_gap_ev": 8.23, "e_above_lowest_ev": 0.103, "smiles": "c1cc[nH]c1.c1cc[nH]c1.BrCCBr.BrCCBr.BrCCBr.BrCCBr.BrCCBr.BrCCBr.BrCCBr", "symbols": ["C", "C", "C", "N", "C", "H", "H", "H", "H", "H", "C", "C", "C", "N", "C", "H", "H", "H", "H", "H", "Br", "C", "C", "Br", "H", "H", "H", "H", "Br", "C", "C", "Br", "H", "H", "H", "H", "Br", "C", "C", "Br", "H", "H", "H", "H", "Br", "C", "C", "Br", "H", "H", "H", "H", "Br", "C", "C", "Br", "H", "H", "H", "H", "Br", "C", "C", "Br", "H", "H", "H", "H", "Br", "C", "C", "Br", "H", "H", "H", "H"], "positions_angstrom": [[-6.2130, 1.6619, -2.4063], [-7.4155, 1.5698, -3.0985], [-7.5477, 2.7752, -3.8201], [-6.5055, 3.5915, -3.4486], [-5.6279, 2.8905, -2.6777], [-5.8231, 0.8648, -1.7907], [-8.0372, 0.6903, -3.1792], [-8.3569, 3.1305, -4.4409], [-6.2717, 4.5211, -3.7670], [-4.6684, 3.2913, -2.3859], [0.9888, -6.7091, 1.5299], [1.4341, -7.8059, 2.2681], [1.3471, -8.9702, 1.5316], [0.8925, -8.6153, 0.3064], [0.7388, -7.2165, 0.3221], [0.8769, -5.6456, 1.6810], [1.6669, -7.7762, 3.3223], [1.6465, -9.9700, 1.8093], [0.6833, -9.2282, -0.4686], [0.2750, -6.7554, -0.5374], [-4.9326, -7.3414, 2.0899], [-5.1525, -5.4301, 2.5031], [-4.3581, -4.6014, 1.5166], [-4.7411, -2.7295, 1.9151], [-4.7915, -5.2038, 3.5064], [-6.2303, -5.2678, 2.4974], [-4.6875, -4.8818, 0.5161], [-3.2943, -4.7550, 1.6979], [-1.9700, 9.6843, 2.4046], [-0.5789, 8.8903, 1.1995], [0.2923, 9.9966, 0.6598], [1.6904, 9.2484, -0.5606], [-1.0901, 8.4657, 0.3355], [-0.1284, 8.0695, 1.7576], [0.8374, 10.5260, 1.4412], [-0.2545, 10.6955, 0.0268], [0.7317, 3.3168, -0.0150], [1.0761, 1.3627, -0.2811], [-0.1225, 0.5885, 0.2697], [-0.0933, -1.3242, -0.2569], [2.0169, 1.0842, 0.1937], [1.2337, 1.1525, -1.3389], [-1.0528, 0.9967, -0.1252], [-0.2491, 0.6343, 1.3514], [-3.0541, 4.3642, 3.0864], [-1.9283, 4.6164, 4.6712], [-1.9695, 3.3791, 5.5361], [-0.4861, 3.5585, 6.7269], [-2.2816, 5.4810, 5.2331], [-0.9732, 4.7155, 4.1553], [-1.7834, 2.5590, 4.8426], [-2.9074, 3.3184, 6.0882], [5.0814, -2.1340, -2.0470], [6.3956, -3.4094, -2.8938], [5.8355, -4.0390, -4.1716], [7.3571, -4.8436, -5.1733], [6.6342, -4.1331, -2.1144], [7.3056, -2.8473, -3.1040], [5.3554, -3.3438, -4.8603], [5.0950, -4.8096, -3.9572], [3.9850, -0.2830, 3.6947], [5.9253, -0.3779, 3.5572], [6.5457, 1.0485, 3.4965], [8.5601, 0.6788, 3.3528], [6.2278, -0.9417, 2.6747], [6.3327, -0.8787, 4.4355], [6.3633, 1.5038, 4.4699], [6.2924, 1.7883, 2.7372], [0.5997, -1.5998, -6.0109], [1.5395, 0.1511, -5.5378], [0.4486, 1.2224, -5.4753], [1.3029, 3.0692, -5.2122], [2.1953, 0.3298, -6.3900], [2.1856, 0.0895, -4.6621], [-0.3562, 1.0428, -4.7624], [-0.0579, 1.2526, -6.4400]], "forces_ev_per_a": [[1.132, 0.031, 0.401], [-0.390, 1.416, -1.653], [-0.454, -0.598, 1.135], [0.513, -0.341, -0.583], [-0.389, -0.727, 0.767], [0.248, 0.185, -0.017], [-0.126, 0.241, 0.060], [0.155, 0.002, 0.035], [-0.458, -0.285, -0.225], [-0.217, 0.073, 0.085], [0.348, 0.426, -0.466], [0.212, -0.980, 2.189], [0.341, 0.605, 0.713], [0.031, 1.501, -0.257], [-1.576, -1.668, -2.860], [0.204, -0.196, 0.678], [0.274, -0.101, -0.051], [-0.202, 0.074, -0.128], [0.148, 0.279, 0.229], [0.213, 0.079, -0.050], [0.106, 0.412, 0.203], [-0.029, 0.000, 0.429], [-0.546, -0.532, 0.352], [0.067, -0.133, -0.265], [-0.025, -0.485, 0.024], [0.213, 0.150, -0.293], [0.377, 0.527, -0.083], [-0.142, 0.068, -0.374], [0.658, -0.354, -0.598], [-0.797, 0.066, -0.476], [0.822, -0.048, 0.130], [-0.566, 0.138, 0.534], [-0.327, -0.117, 0.334], [0.308, 0.492, -0.007], [-0.065, -0.040, -0.175], [-0.038, -0.162, 0.266], [0.301, -1.086, -0.161], [-0.184, -0.331, 0.196], [-0.370, 0.246, -0.191], [0.183, 0.760, 0.196], [-0.186, 0.322, 0.339], [-0.375, 0.418, -0.034], [0.144, -0.179, -0.264], [0.491, -0.145, -0.074], [-0.444, 0.053, 0.124], [-0.246, -0.050, -0.497], [-0.069, 0.404, -1.194], [0.341, -0.212, 0.627], [0.309, 0.138, -0.429], [0.056, 0.362, 0.750], [-0.181, -0.392, 0.652], [0.252, -0.302, -0.065], [0.650, -0.743, -0.574], [-0.201, 0.353, -0.110], [0.065, 0.008, 0.227], [-0.687, 0.192, 0.450], [-0.239, -0.024, -0.210], [-0.316, 0.196, 0.028], [0.366, 0.174, 0.202], [0.332, -0.140, -0.005], [0.301, -0.027, -0.057], [0.814, 1.118, -0.695], [0.688, -1.046, 0.990], [-1.364, 0.497, 0.103], [-0.448, -0.025, 0.041], [-0.322, 0.076, -0.046], [0.397, 0.129, -0.074], [-0.088, -0.717, -0.289], [0.770, 1.159, 0.619], [-0.508, 0.112, -0.588], [0.367, 0.174, -0.556], [-0.719, -1.547, -0.046], [-0.203, -0.042, 0.021], [-0.521, -0.458, 0.156], [0.551, 0.247, 0.459], [0.271, 0.328, -0.022]], "lowdin_charge": [-0.135, -0.113, -0.125, -0.009, -0.143, 0.089, 0.089, 0.098, 0.147, 0.103, -0.122, -0.132, -0.144, 0.014, -0.155, 0.101, 0.089, 0.107, 0.144, 0.103, 0.593, -0.720, -0.703, 0.613, 0.054, 0.048, 0.056, 0.057, 0.561, -0.661, -0.670, 0.562, 0.052, 0.055, 0.051, 0.052, 0.564, -0.641, -0.685, 0.568, 0.054, 0.043, 0.040, 0.053, 0.588, -0.724, -0.735, 0.662, 0.062, 0.033, 0.046, 0.067, 0.530, -0.654, -0.654, 0.580, 0.053, 0.039, 0.047, 0.058, 0.601, -0.732, -0.585, 0.525, 0.043, 0.047, 0.048, 0.055, 0.536, -0.615, -0.634, 0.518, 0.045, 0.055, 0.054, 0.042]}

No. 2
{"formula": "C22H38CuF12N2O14S4", "method": "wB97M-V/def2-TZVPD", "spin_multiplicity": 2, "largest_force_ha_per_bohr": 0.0621, "charge": -2, "lumo_ev": [3.8, 2.6], "s_squared": 0.7512, "total_energy_ev": -175666.0821, "orbital_gap_ev": [7.68, 6.42], "symbols": ["Cu", "C", "F", "F", "F", "S", "O", "O", "O", "C", "F", "F", "F", "S", "O", "O", "O", "C", "F", "F", "F", "S", "O", "O", "O", "C", "F", "F", "F", "S", "O", "O", "O", "C", "C", "C", "C", "C", "C", "N", "O", "C", "C", "C", "H", "H", "H", "H", "H", "H", "H", "H", "H", "H", "H", "H", "H", "H", "H", "H", "H", "H", "H", "C", "C", "C", "C", "C", "C", "N", "O", "C", "C", "C", "H", "H", "H", "H", "H", "H", "H", "H", "H", "H", "H", "H", "H", "H", "H", "H", "H", "H", "H"], "positions_angstrom": [[1.2419, -0.1583, 0.5679], [3.7487, -3.8123, 2.3245], [2.6328, -4.0666, 2.9826], [4.8004, -4.1588, 3.0577], [3.7856, -4.5082, 1.1812], [3.9069, -1.9577, 1.9931], [3.9167, -1.3576, 3.3243], [5.1546, -1.7274, 1.3022], [2.7177, -1.6371, 1.1912], [-0.0938, -0.8325, 4.7765], [0.6777, -1.8797, 4.3746], [-1.3414, -1.1251, 4.3190], [-0.1390, -0.7456, 6.0989], [0.5511, 0.7176, 3.9385], [-0.4136, 1.7009, 4.3458], [1.8980, 0.9119, 4.4145], [0.4285, 0.4289, 2.4915], [3.2081, 1.3072, -3.1521], [4.2978, 1.6478, -3.8245], [2.8641, 2.2949, -2.3297], [2.2153, 1.1105, -4.0374], [3.5227, -0.2352, -2.0797], [4.8648, -0.0967, -1.6019], [2.4801, -0.1110, -1.0419], [3.2717, -1.4192, -2.8955], [2.7206, 4.1037, 1.5607], [3.5771, 5.1144, 1.6845], [1.9584, 4.0605, 2.6398], [1.9415, 4.3677, 0.5081], [3.6468, 2.4421, 1.4043], [4.6410, 2.6101, 0.3462], [4.1902, 2.2797, 2.7436], [2.5727, 1.4760, 1.1145], [-0.6071, 0.4457, -2.7922], [-1.0962, 1.8616, -2.4536], [-2.6250, 1.8922, -2.6803], [-3.2285, 3.1893, -2.1962], [-2.9554, 3.3166, -0.6759], [-1.4910, 3.1666, -0.2847], [-0.9299, 2.0267, -1.0030], [0.3632, 1.6976, -0.5523], [-0.7271, 4.4998, -0.5558], [-1.4200, 2.9481, 1.2337], [-0.3770, 2.8886, -3.3068], [0.4827, 0.3893, -2.6841], [-0.8042, 0.0377, -3.7851], [-0.8723, -0.3449, -2.0816], [-2.8305, 1.7626, -3.7497], [-3.1505, 1.0644, -2.1983], [-4.3121, 3.1518, -2.3319], [-2.8190, 4.0696, -2.6933], [-3.5347, 2.6098, -0.0792], [-3.3453, 4.3204, -0.4821], [0.2685, 4.3458, -0.9811], [-1.2349, 5.0709, -1.3418], [-0.6129, 5.1737, 0.2892], [-2.2101, 2.2811, 1.5808], [-0.4790, 2.5419, 1.6136], [-1.4430, 3.8890, 1.7849], [-0.5088, 2.7281, -4.3827], [0.7017, 2.7904, -3.1575], [-0.6721, 3.9325, -3.2066], [0.8987, 2.4516, -0.8519], [-2.3387, -0.4551, 0.7596], [-2.1486, -1.9681, 0.5852], [-3.1648, -2.3037, -0.5334], [-2.8328, -3.6874, -1.1329], [-1.4298, -3.7615, -1.7017], [-0.4403, -3.4971, -0.5253], [-0.7731, -2.2751, 0.2087], [0.1569, -1.9958, 1.2366], [-0.4086, -4.7417, 0.3692], [0.9345, -3.2555, -1.1712], [-2.6322, -2.6509, 1.8660], [-3.3591, -0.1796, 1.0197], [-2.0123, 0.0636, -0.1448], [-1.6344, -0.0731, 1.5070], [-4.1369, -2.3641, -0.0504], [-3.1056, -1.5892, -1.3545], [-3.5647, -4.0437, -1.8741], [-3.0741, -4.4595, -0.3930], [-1.3519, -2.9567, -2.4418], [-1.2296, -4.6538, -2.2929], [-1.3747, -5.2292, 0.4959], [0.1755, -5.5521, -0.0803], [0.1022, -4.5652, 1.3191], [1.7569, -3.3612, -0.4616], [1.1435, -3.8705, -2.0507], [1.0445, -2.2521, -1.5927], [-2.6885, -3.7463, 1.9287], [-3.5641, -2.2278, 2.2368], [-1.9008, -2.5792, 2.6832], [-0.0221, -2.7115, 1.8682]], "forces_ev_per_a": [[2.275, 0.872, 1.226], [0.871, 2.367, -0.953], [-0.577, -0.643, 0.257], [0.089, -0.645, 0.369], [-0.298, -0.455, 0.058], [1.181, 2.608, 1.411], [-0.691, -1.335, -0.831], [-0.483, -1.234, -0.305], [-0.391, -0.634, 0.054], [0.454, -0.152, -1.872], [-0.326, 0.309, 0.796], [0.156, 0.241, 0.528], [0.131, -0.213, -0.133], [1.470, 0.794, 0.043], [-0.688, 0.166, 0.179], [-1.139, -0.655, -0.182], [-0.211, -0.722, -0.344], [0.180, -1.445, 1.026], [0.094, 0.197, -0.185], [-0.086, 0.535, -0.234], [0.094, 0.160, -0.089], [0.115, -1.901, 0.512], [-0.396, 0.565, -0.381], [-0.744, 0.414, -0.476], [-0.078, 1.148, -0.282], [1.050, -1.745, 0.015], [0.238, 0.433, 0.051], [-0.496, 0.240, 0.353], [-0.295, 0.159, -0.482], [1.333, -0.908, 0.811], [-1.407, 0.344, 0.586], [-0.453, 0.607, -1.065], [0.086, 1.102, -0.203], [1.542, -0.708, 0.397], [-1.207, -1.045, 0.197], [0.069, 0.414, -0.870], [-0.026, -0.663, 1.167], [-0.591, 0.476, -0.958], [0.761, 1.385, 0.804], [-0.762, -0.960, 0.454], [-0.523, 0.592, -0.509], [0.043, 0.214, -1.368], [0.416, -0.383, 0.503], [0.662, 0.286, -0.905], [-0.142, 0.260, -0.225], [-0.370, 0.575, -0.167], [-0.730, 0.399, 0.174], [0.228, 0.011, -0.058], [0.380, -0.109, 0.287], [-0.004, 0.271, -0.163], [-0.073, -0.077, -0.203], [-0.154, -0.147, -0.298], [0.351, -0.008, 0.822], [-0.057, -0.094, 0.271], [-0.117, 0.029, 0.048], [-0.089, -0.283, 0.206], [0.018, 0.042, 0.075], [-0.003, -0.267, -0.520], [-0.616, 0.113, -0.208], [-0.132, -0.526, 0.074], [-0.152, 0.270, 0.121], [-0.052, -0.087, 0.588], [0.829, -0.464, 0.508], [1.638, 0.191, 0.312], [-1.565, 0.406, 0.220], [1.398, -1.879, -0.606], [-1.558, -0.921, -0.313], [-0.580, 1.426, 1.022], [1.006, -0.825, -1.262], [-0.836, 0.976, -1.502], [-1.454, -0.980, -0.693], [0.438, -0.800, -0.189], [0.642, 0.255, -0.019], [0.998, -0.973, 1.432], [-0.048, -0.092, 0.013], [-0.365, -0.072, -0.141], [-0.383, -0.044, 0.321], [-0.189, 0.416, -0.253], [-0.224, 0.324, 0.201], [-0.010, 0.783, -0.391], [0.720, 0.080, 0.417], [0.208, 0.200, 0.159], [0.236, -0.352, 0.593], [-0.201, 0.454, 0.438], [0.260, 0.328, -0.262], [-0.247, 0.018, 0.116], [-0.030, -0.042, -0.026], [-0.225, -0.505, 0.298], [-0.320, 0.128, 0.289], [-0.543, -0.044, -1.102], [0.005, 0.043, -0.065], [-0.134, 0.928, -0.123], [0.805, 0.483, 0.614]], "lowdin_charge": [0.816, -0.681, 0.130, 0.122, 0.113, 0.518, -0.299, -0.287, -0.359, -0.612, 0.098, 0.078, 0.141, 0.508, -0.305, -0.256, -0.363, -0.642, 0.140, 0.123, 0.100, 0.530, -0.254, -0.372, -0.322, -0.662, 0.120, 0.136, 0.097, 0.534, -0.312, -0.296, -0.356, -0.020, -0.480, -0.144, -0.181, -0.131, -0.473, -0.089, -0.036, -0.023, -0.017, -0.021, 0.057, 0.095, 0.068, 0.117, 0.113, 0.106, 0.097, 0.110, 0.118, 0.064, 0.067, 0.080, 0.076, 0.066, 0.089, 0.094, 0.067, 0.068, 0.090, -0.028, -0.490, -0.117, -0.206, -0.123, -0.478, -0.068, -0.048, -0.018, -0.020, -0.032, 0.094, 0.061, 0.068, 0.116, 0.108, 0.103, 0.091, 0.117, 0.120, 0.065, 0.091, 0.082, 0.077, 0.092, 0.065, 0.078, 0.089, 0.065, 0.096]}